C27H36N2O3 | ωB97M-V/def2-TZVPD

```
68
Properties=species:S:1:pos:R:3:forces:R:3:nbo_charge:R:1
C -4.60088 -3.32508 -0.56208 0.062 -0.071 0.126 -0.27
O -4.94744 -2.21965 -1.36918 0.019 0.155 -0.126 -0.54
C -5.99081 -1.42820 -0.86667 0.038 0.174 0.105 -0.07
C -5.61117 -0.58869 0.37542 -0.226 -0.450 0.205 -0.09
N -4.32223 0.05761 0.21345 -0.195 -0.018 -0.001 -0.44
C -3.26383 -0.39874 0.91904 0.123 0.000 0.006 0.69
O -3.34652 -1.35791 1.67190 0.174 -0.165 0.176 -0.64
C -1.97010 0.33097 0.75310 0.244 -0.073 0.138 -0.18
C -0.88361 -0.32478 0.19419 -0.301 0.119 0.090 -0.10
C 0.34989 0.29381 0.09044 0.330 0.125 -0.058 -0.35
C 0.52296 1.58633 0.57860 -0.259 0.017 0.060 0.39
C -0.56827 2.24140 1.15639 0.196 0.031 -0.054 -0.27
C -1.79637 1.62326 1.24208 0.059 -0.164 -0.087 -0.19
H -2.62470 2.13948 1.70544 -0.096 0.072 0.034 0.21
H -0.41994 3.23907 1.53900 0.025 0.113 0.056 0.22
O 1.68186 2.29415 0.55733 -0.155 0.173 0.096 -0.51
C 2.86903 1.66874 0.10297 0.386 -0.161 -0.237 0.10
C 3.02979 1.75184 -1.41737 -0.128 -0.084 0.242 -0.45
C 4.24696 0.90838 -1.82238 -0.054 -0.048 -0.152 -0.20
N 5.09161 0.69451 -0.66911 0.212 0.061 -0.145 -0.47
C 5.35237 1.92187 0.04765 -0.053 0.097 0.067 -0.22
C 4.06038 2.37758 0.75046 -0.234 -0.186 -0.031 -0.41
H 3.92326 3.45497 0.65558 -0.034 0.047 0.022 0.21
H 4.08482 2.13472 1.81254 -0.002 0.022 0.062 0.21
H 5.71504 2.71292 -0.63356 0.072 -0.044 0.050 0.16
H 6.13448 1.73828 0.78496 0.037 0.053 -0.034 0.20
C 6.22242 -0.18363 -0.87044 0.023 -0.041 0.228 -0.19
H 6.05930 -0.75326 -1.78803 0.035 0.022 -0.004 0.20
C 6.32473 -1.17067 0.30866 -0.052 0.090 -0.306 -0.42
C 4.98145 -1.80711 0.52613 0.119 -0.094 0.114 -0.02
C 4.14152 -1.35947 1.53690 -0.001 -0.143 0.017 -0.21
C 2.86504 -1.87622 1.67911 -0.031 0.036 0.099 -0.21
C 2.41137 -2.85282 0.80942 -0.094 -0.056 -0.015 -0.23
C 3.24649 -3.31742 -0.19274 -0.107 -0.065 -0.083 -0.23
C 4.52082 -2.79680 -0.33278 0.072 0.046 0.037 -0.17
H 5.16587 -3.16145 -1.12035 0.079 -0.041 -0.092 0.20
H 2.90143 -4.08498 -0.87073 -0.022 -0.064 -0.044 0.21
H 1.41244 -3.24930 0.91488 -0.086 -0.049 0.017 0.22
H 2.21739 -1.51067 2.46305 -0.052 0.037 0.066 0.22
H 4.48945 -0.59433 2.21567 0.052 0.118 0.071 0.21
H 7.08122 -1.92329 0.07874 0.074 0.001 0.088 0.22
H 6.63007 -0.63505 1.20813 0.069 -0.014 0.048 0.21
H 7.16804 0.36891 -0.98312 -0.059 -0.034 -0.093 0.18
H 4.78619 1.40472 -2.65111 -0.028 -0.083 0.025 0.16
H 3.91910 -0.07463 -2.17256 0.029 0.045 -0.054 0.20
H 3.16776 2.79893 -1.69225 -0.044 0.050 -0.001 0.20
H 2.13003 1.39326 -1.91801 -0.003 0.043 -0.041 0.22
H 2.88367 0.61733 0.40991 -0.099 0.195 -0.004 0.20
H 1.16418 -0.24959 -0.36167 0.109 -0.023 -0.034 0.23
H -1.00757 -1.33220 -0.17389 0.005 -0.124 -0.024 0.21
C -4.27598 1.12008 -0.76278 0.078 0.453 -0.107 -0.22
C -5.27466 2.21472 -0.38696 -0.046 -0.178 -0.257 -0.41
C -6.67698 1.62144 -0.28620 0.076 0.081 0.220 -0.40
C -6.68080 0.45912 0.70518 0.045 -0.090 -0.199 -0.40
H -7.66039 -0.02109 0.72218 -0.050 -0.023 0.076 0.21
H -6.47885 0.84876 1.70541 -0.040 -0.047 0.048 0.21
H -6.99888 1.27826 -1.27090 -0.051 0.045 -0.068 0.19
H -7.38475 2.38389 0.04470 -0.051 -0.017 -0.077 0.21
H -5.24742 3.00733 -1.13579 0.031 0.055 0.003 0.21
H -4.99046 2.64483 0.57562 0.060 0.060 0.039 0.20
H -3.26309 1.52022 -0.81253 -0.164 -0.098 -0.096 0.23
H -4.52917 0.70987 -1.74704 0.059 0.044 -0.019 0.19
H -5.49864 -1.26847 1.22730 -0.039 0.154 -0.197 0.25
H -6.85924 -2.05231 -0.60331 0.032 0.092 -0.025 0.17
H -6.27294 -0.77870 -1.69833 -0.093 -0.036 0.069 0.18
H -5.48277 -3.94024 -0.34585 -0.002 -0.032 -0.028 0.16
H -4.13592 -3.01727 0.37883 -0.052 -0.033 -0.056 0.20
H -3.88799 -3.90758 -1.14263 -0.019 -0.077 0.051 0.19
```
Forces are in eV/Å.

Output
LUMO, eV: 0.82
DFT total energy, hartree: -1385.67455
HOMO-LUMO gap, Eh: 0.3338
Total charge: 0
SMILES string: COC[C@@H]1CCCCN1C(=O)c1ccc(OC2CCN(CCc3ccccc3)CC2)cc1

C27H37AlCl60O7P | ωB97M-V/def2-TZVPD

```
133
Properties=species:S:1:pos:R:3:forces:R:3:lowdin_charge:R:1
C 2.24080 -3.50156 1.12960 -0.285 -0.582 0.043 -0.08
C 1.13545 -4.51609 1.39615 0.039 0.955 -0.297 -0.29
O 0.42877 -4.67460 0.18997 0.337 -0.640 -0.417 -0.15
C -0.24523 -5.91090 0.07648 -0.488 0.070 0.414 -0.18
C -1.75973 -5.73988 -0.24964 0.468 -0.385 -0.061 -0.33
O -2.17479 -4.43266 -0.12125 -1.263 0.421 0.223 -0.25
Al -3.97731 -4.27826 -0.36696 1.526 -1.187 0.421 0.25
C -4.84611 -5.59151 0.92177 -0.406 0.363 -0.425 -0.22
C -6.27978 -5.30631 1.29763 0.489 -0.341 0.594 -0.24
O -6.69883 -6.12518 2.46326 -0.215 0.483 -0.633 -0.04
C -6.18652 -5.68105 3.59900 -0.109 0.305 -0.302 -0.43
O -5.69857 -6.41298 4.38611 0.629 -1.258 1.675 0.09
P -4.60785 -2.00593 -0.06445 0.623 0.702 -0.914 0.44
O -4.72841 -1.41040 -1.42025 -0.437 0.138 -0.512 -0.42
O -6.08370 -1.76217 0.66457 0.713 -0.006 0.481 -0.27
O -3.52895 -1.07223 0.76972 -1.174 -0.446 0.637 -0.25
H 2.91406 -3.97440 0.41767 0.312 0.165 -0.006 0.07
H 2.75184 -3.28057 2.06260 0.203 0.162 -0.034 0.01
H 1.85252 -2.59686 0.67329 -0.130 0.145 0.086 0.08
H 1.60894 -5.43935 1.74217 -0.182 -0.202 -0.007 0.11
H 0.43852 -4.14563 2.15544 0.036 -0.119 0.233 0.12
H -0.16683 -6.43087 1.03484 -0.002 -0.079 0.058 0.10
H 0.22395 -6.56234 -0.66782 0.163 0.167 -0.136 0.11
H -1.96746 -6.14447 -1.25362 0.097 0.117 -0.131 0.10
H -2.27956 -6.42486 0.44106 -0.124 0.026 0.017 0.09
H -4.26426 -4.72027 -1.84954 0.101 0.021 -0.061 -0.08
H -4.18350 -5.71554 1.78184 -0.122 0.225 0.217 0.06
H -4.84882 -6.55482 0.40757 0.172 -0.100 -0.049 0.06
H -6.47169 -4.27128 1.58648 -0.098 0.100 -0.172 0.08
H -6.94216 -5.62199 0.50200 -0.257 0.222 -0.091 0.11
H -6.21636 -4.60832 3.85331 -0.258 0.298 -0.746 0.14
H -5.99282 -1.97207 1.60657 -0.260 -0.016 -0.047 0.03
H -4.05644 -0.41713 1.26743 0.687 -0.207 -0.240 -0.08
C -5.35117 1.10659 3.74338 0.062 -0.241 -0.066 -1.52
Cl -3.70891 0.83901 4.32636 -0.031 0.048 -0.059 0.56
Cl -5.43643 0.99795 1.98413 -0.205 0.390 0.186 0.61
Cl -6.46837 -0.06512 4.44242 0.035 0.039 0.184 0.53
H -5.65619 2.10154 4.03422 -0.014 -0.008 0.038 -0.04
C -10.73590 -0.25186 4.29544 0.141 -0.052 -0.054 -1.56
Cl -9.58164 -0.62537 3.02262 0.012 -0.046 0.067 0.49
Cl -10.63264 -1.43427 5.60260 -0.036 0.010 -0.007 0.53
Cl -10.47728 1.38379 4.91505 -0.042 0.025 -0.008 0.51
H -11.73198 -0.29966 3.87408 -0.003 0.008 0.015 0.00
C 3.28675 -1.29717 4.97267 -0.166 -0.023 -0.001 -1.51
Cl 1.60750 -1.31744 4.43805 0.041 -0.005 0.033 0.56
Cl 4.09743 -2.80573 4.53498 0.083 0.001 0.106 0.54
Cl 4.14297 0.08260 4.28759 -0.910 -0.272 0.815 0.46
H 3.29987 -1.20597 6.05114 0.030 -0.020 0.010 0.00
C 6.56560 -0.15904 0.69900 0.920 -2.353 -2.161 -1.63
Cl 5.87258 -1.12247 1.99879 0.723 -3.635 -1.280 0.49
Cl 8.19303 -0.70551 0.27927 0.010 -0.411 0.076 0.52
Cl 5.53725 -0.18130 -0.73256 -0.103 0.091 0.043 0.55
H 6.63769 0.86427 1.04304 0.968 -2.050 -1.522 -0.23
C -6.35437 0.10847 -4.29401 0.208 -0.051 0.153 -1.51
Cl -5.90445 -0.99815 -5.59585 -0.045 0.028 0.061 0.54
Cl -6.04107 1.78106 -4.77466 0.318 -0.091 0.198 0.49
Cl -8.05712 -0.09636 -3.85058 0.033 -0.058 -0.012 0.49
H -5.74500 -0.12246 -3.42203 -0.058 -0.115 0.025 0.00
C -11.58210 -0.93720 -0.62184 0.071 -0.145 0.093 -1.53
Cl -10.65602 -2.31500 -0.03406 -0.018 0.002 -0.071 0.54
Cl -13.03586 -1.47521 -1.47082 0.016 0.023 -0.010 0.52
Cl -11.99864 0.15513 0.70476 -0.119 0.062 -0.132 0.51
H -10.96352 -0.39090 -1.32184 -0.013 0.016 -0.001 0.01
C 6.08170 2.62121 1.47682 -0.370 1.171 0.889 -1.40
Cl 7.73919 2.56716 0.87396 0.220 0.784 0.005 0.59
Cl 5.72453 1.18446 2.44537 -1.697 6.427 3.291 0.46
Cl 5.79296 4.08399 2.42001 -0.050 0.024 0.229 0.53
H 5.41382 2.62936 0.62624 -0.056 -0.019 -0.090 -0.01
C 6.46228 1.44987 7.30176 -0.148 0.044 -0.119 -1.53
Cl 5.14449 2.06088 8.30511 -0.019 -0.136 0.012 0.51
Cl 6.24613 -0.26975 6.97318 0.140 -0.057 0.116 0.54
Cl 6.57715 2.36327 5.79125 0.041 -0.085 0.062 0.49
H 7.38990 1.57676 7.84397 -0.007 0.003 0.005 0.01
C 6.04744 6.24623 8.88679 -0.035 -0.028 -0.097 -1.55
Cl 6.60826 5.08092 7.68840 0.059 0.216 0.029 0.50
Cl 6.14212 7.89179 8.25359 0.025 -0.004 0.035 0.52
Cl 4.40015 5.87015 9.39718 0.031 -0.009 0.028 0.52
H 6.69258 6.18039 9.75262 -0.011 0.013 0.004 0.01
C -11.64496 -5.94208 -1.81211 0.143 -0.020 0.006 -1.55
Cl -10.05567 -6.22748 -1.11137 -0.056 0.035 0.018 0.52
Cl -11.56800 -5.97559 -3.57593 -0.083 0.018 0.024 0.50
Cl -12.81692 -7.12458 -1.21743 -0.034 0.025 0.012 0.51
H -11.97612 -4.95700 -1.50799 -0.009 -0.003 -0.010 -0.02
C 6.13693 5.62121 -1.64580 0.145 0.002 0.134 -1.48
Cl 6.44647 6.11461 0.01959 0.008 0.132 -0.369 0.53
Cl 7.65281 5.43251 -2.52862 -0.426 -0.120 0.301 0.47
Cl 5.18912 4.12795 -1.69043 -0.092 0.115 0.122 0.58
H 5.56157 6.39892 -2.13072 -0.006 -0.018 -0.017 0.02
C -6.79795 -4.34074 -4.31622 0.035 -0.108 0.293 -1.53
Cl -6.43645 -3.69422 -2.72587 -0.620 0.307 -0.465 0.55
Cl -5.37407 -5.14079 -4.98598 -0.197 0.017 -0.083 0.50
Cl -8.17566 -5.46061 -4.25692 0.010 0.070 -0.068 0.49
H -7.06311 -3.51633 -4.96445 -0.021 -0.038 -0.041 -0.03
C -1.55910 -3.80778 -5.20680 -0.159 0.096 0.261 -1.54
Cl -2.27056 -5.25625 -5.94227 0.185 -0.004 -0.109 0.48
Cl -2.67965 -3.05703 -4.08154 0.091 0.023 -0.021 0.55
Cl -0.03863 -4.20995 -4.40184 0.021 0.001 -0.041 0.52
H -1.34583 -3.10196 -5.99822 0.029 -0.063 -0.043 0.01
C 11.38230 2.73494 -0.87720 0.015 0.011 -0.060 -1.51
Cl 11.68672 3.45607 0.71709 -0.530 -0.247 -0.028 0.49
Cl 12.88289 2.24046 -1.66528 0.011 0.041 0.244 0.51
Cl 10.25372 1.39458 -0.71998 0.246 0.110 -0.012 0.48
H 10.91853 3.48908 -1.50158 0.014 0.024 0.045 -0.02
C -5.58757 4.99973 1.25705 0.193 -0.051 0.021 -1.53
Cl -6.38936 4.16554 2.59483 -0.148 0.272 -0.027 0.54
Cl -5.28532 6.68959 1.67329 -0.048 0.000 -0.015 0.52
Cl -4.08883 4.18786 0.81808 -0.060 0.030 -0.003 0.54
H -6.25034 4.97530 0.40227 -0.023 -0.008 0.023 0.01
C 15.92083 5.14568 -0.07045 -0.123 -0.022 0.008 -1.54
Cl 16.60639 4.15741 -1.36451 0.012 0.004 0.030 0.52
Cl 15.83536 6.84137 -0.56241 0.030 -0.007 0.028 0.51
Cl 14.32732 4.54563 0.39253 0.659 0.327 -0.079 0.48
H 16.57587 5.07773 0.78804 0.023 0.015 -0.024 0.01
C -9.14744 3.45207 -7.42392 0.052 -0.108 0.090 -1.55
Cl -8.18835 3.05950 -8.85433 -0.035 0.010 -0.008 0.52
Cl -8.88084 2.26757 -6.14883 -0.328 0.126 -0.227 0.50
Cl -8.77236 5.08303 -6.85326 -0.035 0.012 -0.014 0.51
H -10.19236 3.42620 -7.70244 0.010 0.036 -0.025 0.01
C 4.79141 1.89607 -4.29376 0.092 -0.159 -0.003 -1.57
Cl 6.49540 1.80592 -3.83361 -0.050 -0.046 -0.088 0.49
Cl 4.60969 1.73535 -6.04243 -0.011 0.030 0.000 0.53
Cl 3.84603 0.66946 -3.44995 -0.054 0.085 -0.083 0.53
H 4.41641 2.86941 -4.00520 0.019 -0.014 -0.022 -0.03
C 10.67778 2.48483 -4.95857 0.067 -0.019 0.204 -1.51
Cl 10.95840 1.00888 -4.05038 -0.029 -0.284 -0.388 0.53
Cl 9.56641 3.50445 -4.03439 0.060 0.081 -0.180 0.48
Cl 12.19159 3.33122 -5.29358 -0.077 -0.005 -0.020 0.53
H 10.21049 2.23448 -5.90171 -0.024 0.033 0.005 0.02
C 9.39439 9.08819 -3.25992 -0.103 -0.050 -0.045 -1.54
Cl 8.10484 9.17656 -2.05478 0.036 0.000 0.017 0.52
Cl 9.47615 7.47599 -3.96542 0.344 0.281 -0.243 0.50
Cl 9.16160 10.31025 -4.51204 0.029 -0.003 0.029 0.53
H 10.33421 9.28827 -2.76291 -0.011 0.004 0.011 0.01
```
Forces are in eV/Å.

Output
LUMO, eV: 1.06
DFT total energy, hartree: -29772.91245
HOMO-LUMO gap, Eh: 0.2460
Total charge: -1

C27H37As3BrIrN2O | ωB97M-V/def2-TZVPD

```
72
Properties=species:S:1:pos:R:3:forces:R:3:lowdin_charge:R:1
Ir -1.09580 -1.16430 -0.50131 1.396 2.127 0.648 1.00
Br -5.97379 4.38659 0.53065 0.094 -0.091 0.029 0.81
C -4.69959 2.99811 0.62129 -0.151 0.179 -0.262 -0.68
C -4.16853 2.62287 1.86691 0.130 -0.235 -0.180 -0.07
C -3.24142 1.61377 1.93626 0.057 0.058 0.199 0.01
C -2.79635 0.92943 0.78896 -0.337 0.403 -0.723 -0.34
O -1.86316 0.03498 0.93952 0.250 -0.503 0.258 -0.31
C -3.36043 1.30076 -0.48303 0.324 -0.167 0.759 -0.15
C -3.07281 0.66569 -1.70552 0.080 -0.529 -0.222 -0.05
N -2.32142 -0.39876 -1.89910 -0.439 0.904 0.464 -0.10
C -2.23800 -1.04764 -3.13558 -0.039 -0.355 -1.349 -0.20
C -2.89075 -0.69990 -4.31289 0.342 0.111 0.996 0.03
C -2.77311 -1.49526 -5.45191 0.155 -0.397 -0.433 -0.03
C -2.04021 -2.65649 -5.44281 -0.186 0.251 -0.101 0.01
C -1.35617 -3.04394 -4.27601 0.066 0.164 0.284 -0.13
C -0.60509 -4.23105 -4.17164 0.102 -0.031 0.259 0.05
C 0.01522 -4.53415 -2.98424 -0.037 -0.219 -0.352 -0.01
C -0.07262 -3.64928 -1.91492 -0.156 0.378 0.080 -0.09
N -0.76110 -2.51150 -1.97578 0.492 -0.450 -0.170 -0.11
C -1.42753 -2.21094 -3.13491 -0.294 0.110 -0.263 -0.15
C -4.30085 2.35961 -0.51875 -0.199 0.182 0.080 -0.07
H -4.49421 3.12995 2.76446 0.001 0.004 0.016 0.12
H -2.82328 1.32225 2.89114 0.007 -0.022 -0.009 0.13
H -3.56600 1.09427 -2.57159 -0.115 -0.076 -0.036 0.13
H -3.49989 0.19089 -4.35866 -0.071 -0.014 -0.058 0.12
H -3.27737 -1.19137 -6.35883 -0.044 -0.005 0.025 0.13
H -1.98328 -3.27961 -6.32496 0.009 -0.008 -0.003 0.13
H -0.53167 -4.90025 -5.01906 -0.014 0.008 -0.020 0.14
H 0.57220 -5.45220 -2.86649 0.038 0.022 0.016 0.13
H 0.42743 -3.86117 -0.98148 0.022 0.023 -0.020 0.08
H -4.72944 2.64970 -1.46995 0.000 -0.001 -0.007 0.12
C 1.77685 -3.26510 1.18811 -0.138 -0.003 -0.327 -0.27
As 0.23265 -2.07812 1.36049 0.355 0.059 0.700 1.05
C -0.80167 -3.10115 2.64771 -0.270 -0.070 -0.202 -0.25
C 0.86229 -0.69798 2.61448 -0.244 -0.077 -0.238 -0.31
C 1.74518 0.46638 2.14487 0.236 -0.250 0.027 -0.66
C 2.99873 -0.06938 1.45382 -0.195 0.140 -0.041 -0.06
C 0.98010 1.41484 1.22275 -0.175 -0.281 0.032 -0.29
As 0.54572 0.88226 -0.61832 -0.601 -0.483 0.738 1.21
C -0.33823 2.53044 -1.14603 -0.440 -0.332 -0.284 -0.22
C 2.17469 1.06708 -1.68611 -0.322 -0.761 -0.317 -0.22
C 2.11083 1.23250 3.43396 0.193 0.281 -0.399 -0.36
As 3.35169 2.80302 3.57423 -0.058 0.304 0.778 1.15
C 3.06331 3.96330 2.01173 0.051 -0.380 -0.220 -0.35
C 5.11049 2.06275 3.12833 -0.148 -0.086 -0.389 -0.34
H 2.37780 -3.20209 2.09336 -0.058 0.078 0.032 0.05
H 2.39904 -3.01983 0.32914 -0.002 0.041 0.024 0.03
H 1.42806 -4.29299 1.08611 -0.036 0.016 0.006 0.04
H -0.18157 -3.33774 3.51129 0.083 0.068 -0.049 0.05
H -1.14957 -4.03306 2.20312 0.013 0.020 -0.030 0.04
H -1.66798 -2.52712 2.97245 0.025 0.046 -0.028 0.04
H 1.38779 -1.26599 3.38541 0.008 -0.012 -0.009 0.09
H -0.05286 -0.30826 3.06688 0.000 -0.017 0.007 0.09
H 2.71569 -0.70133 0.60467 0.141 -0.013 -0.014 0.05
H 3.59954 -0.66662 2.14002 0.032 -0.008 -0.024 0.10
H 3.61476 0.75015 1.08141 0.033 -0.064 0.007 0.07
H 1.53985 2.34520 1.11092 -0.040 -0.081 -0.191 0.05
H 0.01080 1.65843 1.66536 -0.003 0.040 -0.067 0.09
H 0.39746 3.33400 -1.14148 0.159 -0.139 0.061 0.06
H -1.14988 2.78124 -0.46704 0.057 -0.057 0.046 0.04
H -0.74170 2.42602 -2.15301 0.029 0.063 -0.004 0.05
H 2.76750 1.89452 -1.30028 -0.177 0.031 0.208 0.05
H 1.86464 1.28716 -2.70725 0.002 0.031 0.016 0.04
H 2.76972 0.15739 -1.69813 0.005 0.017 0.087 0.04
H 2.56866 0.53312 4.13886 -0.022 -0.015 0.022 0.07
H 1.19087 1.58591 3.90711 0.007 0.006 0.025 0.07
H 2.03512 4.32182 1.97897 -0.010 0.007 0.023 0.02
H 3.32747 3.47040 1.07281 -0.013 0.104 -0.068 0.00
H 3.71278 4.82842 2.13326 0.032 -0.024 0.061 0.03
H 5.27631 1.13732 3.67776 -0.024 -0.012 0.005 0.02
H 5.86990 2.77735 3.43974 -0.065 0.055 0.043 0.02
H 5.22616 1.88466 2.05873 0.097 -0.066 0.048 0.01
```
Forces are in eV/Å.

Output
LUMO, eV: -7.65
DFT total energy, hartree: -10620.97410
HOMO-LUMO gap, Eh: 0.1832
Total charge: +2

Q: Look up the HOMO-LUMO gap of the second one.
A: 0.2460 Eh

Q: Which value of LUMO does entry 3 give?
A: -7.65 eV